{"formula": "C47H62Cl60NO5", "method": "ωB97M-V/def2-TZVPD", "energy_ha": -29870.01140, "charge": 1, "homo_ev": -9.1, "gap_ha": 0.1912, "elements": ["C", "C", "C", "N", "C", "C", "C", "C", "C", "C", "O", "C", "O", "C", "C", "O", "O", "C", "C", "C", "C", "C", "C", "C", "C", "C", "C", "C", "C", "C", "O", "C", "C", "H", "H", "H", "H", "H", "H", "H", "H", "H", "H", "H", "H", "H", "H", "H", "H", "H", "H", "H", "H", "H", "H", "H", "H", "H", "H", "H", "H", "H", "H", "H", "H", "H", "H", "H", "H", "H", "H", "H", "H", "H", "H", "C", "Cl", "Cl", "Cl", "H", "C", "Cl", "Cl", "Cl", "H", "C", "Cl", "Cl", "Cl", "H", "C", "Cl", "Cl", "Cl", "H", "C", "Cl", "Cl", "Cl", "H", "C", "Cl", "Cl", "Cl", "H", "C", "Cl", "Cl", "Cl", "H", "C", "Cl", "Cl", "Cl", "H", "C", "Cl", "Cl", "Cl", "H", "C", "Cl", "Cl", "Cl", "H", "C", "Cl", "Cl", "Cl", "H", "C", "Cl", "Cl", "Cl", "H", "C", "Cl", "Cl", "Cl", "H", "C", "Cl", "Cl", "Cl", "H", "C", "Cl", "Cl", "Cl", "H", "C", "Cl", "Cl", "Cl", "H", "C", "Cl", "Cl", "Cl", "H", "C", "Cl", "Cl", "Cl", "H", "C", "Cl", "Cl", "Cl", "H", "C", "Cl", "Cl", "Cl", "H"], "xyz": [[5.37, 5.27, 2.62], [4.94, 4.87, 1.45], [5.14, 3.50, 0.89], [6.02, 3.30, -0.08], [6.28, 2.09, -0.60], [5.62, 0.98, -0.19], [5.92, -0.43, -0.74], [6.57, -1.24, 0.43], [8.11, -1.05, 0.50], [8.82, -2.25, 1.13], [9.98, -1.82, 1.88], [10.70, -2.92, 2.28], [11.33, -3.54, 1.49], [4.57, 1.14, 0.89], [3.70, -0.01, 1.53], [4.06, -0.40, 2.59], [2.65, -0.49, 0.89], [1.54, -0.78, 1.80], [0.22, -0.36, 1.15], [-1.03, -0.69, 2.00], [-0.86, -2.02, 2.81], [-2.29, -0.90, 1.09], [-3.01, 0.42, 0.75], [-3.68, 1.12, 1.93], [-4.47, 0.57, 2.86], [-5.83, 1.21, 3.18], [-4.11, -0.68, 3.68], [4.43, 2.42, 1.38], [3.42, 2.60, 2.52], [4.22, 2.49, 3.85], [3.44, 1.95, 4.88], [4.33, 1.69, 5.98], [3.57, 1.44, 7.29], [5.08, 6.28, 2.98], [5.95, 4.66, 3.32], [4.37, 5.57, 0.83], [6.53, 4.10, -0.44], [7.04, 2.04, -1.38], [6.62, -0.39, -1.58], [4.97, -0.91, -0.97], [6.36, -2.31, 0.26], [6.18, -0.92, 1.40], [8.30, -0.19, 1.15], [8.51, -0.90, -0.51], [9.12, -2.96, 0.35], [8.16, -2.81, 1.83], [10.73, -3.23, 3.34], [1.64, -0.25, 2.75], [1.61, -1.85, 2.03], [0.11, -0.84, 0.17], [0.26, 0.73, 1.04], [-1.23, 0.16, 2.68], [-0.35, -2.71, 2.10], [-1.81, -2.49, 3.06], [-0.17, -1.90, 3.65], [-1.90, -1.36, 0.17], [-3.02, -1.61, 1.52], [-2.38, 1.12, 0.19], [-3.83, 0.16, 0.05], [-3.53, 2.23, 1.97], [-5.66, 2.22, 3.60], [-6.46, 1.27, 2.29], [-6.37, 0.61, 3.94], [-4.31, -1.62, 3.16], [-4.74, -0.65, 4.59], [-3.06, -0.62, 4.01], [2.62, 1.85, 2.47], [3.02, 3.61, 2.39], [5.03, 1.75, 3.64], [4.70, 3.44, 4.09], [5.02, 0.87, 5.72], [4.92, 2.63, 6.12], [3.35, 2.39, 7.79], [4.25, 0.87, 7.95], [2.69, 0.83, 7.10], [-2.30, 3.77, 5.07], [-2.94, 2.71, 3.80], [-0.69, 3.24, 5.57], [-2.25, 5.46, 4.52], [-2.96, 3.72, 5.92], [-3.91, -5.06, 1.74], [-4.47, -3.69, 0.79], [-2.15, -5.08, 1.78], [-4.57, -5.00, 3.38], [-4.25, -5.98, 1.27], [-5.01, -2.85, -3.10], [-6.54, -2.09, -2.67], [-3.69, -2.17, -2.14], [-5.11, -4.60, -2.87], [-4.81, -2.64, -4.14], [-0.30, -7.46, 5.06], [0.83, -6.10, 5.25], [-1.82, -6.90, 4.36], [0.42, -8.72, 4.05], [-0.49, -7.87, 6.03], [-3.06, -9.03, 0.10], [-3.64, -7.66, -0.86], [-1.30, -9.05, 0.14], [-3.73, -8.98, 1.73], [-3.40, -9.94, -0.38], [3.41, 5.65, 6.54], [3.00, 7.06, 5.56], [5.14, 5.61, 6.88], [2.48, 5.64, 8.03], [3.15, 4.76, 5.97], [2.70, 0.69, -2.88], [1.07, 1.37, -2.92], [3.35, 0.71, -1.23], [2.70, -0.95, -3.53], [3.33, 1.30, -3.51], [6.17, 9.26, 1.46], [6.26, 10.18, 2.95], [5.98, 7.53, 1.80], [4.83, 9.82, 0.45], [7.09, 9.40, 0.91], [-7.23, -6.13, -6.01], [-8.77, -5.61, -5.32], [-6.10, -4.77, -6.11], [-6.53, -7.44, -5.05], [-7.41, -6.49, -7.01], [-3.95, -0.63, -6.54], [-4.15, 0.42, -5.14], [-4.88, -2.12, -6.32], [-4.44, 0.20, -8.01], [-2.90, -0.89, -6.63], [-9.50, 0.14, 4.35], [-8.81, 1.00, 5.73], [-9.91, 1.27, 3.06], [-8.39, -1.09, 3.76], [-10.41, -0.35, 4.68], [-8.05, -10.62, -3.29], [-9.59, -9.87, -2.86], [-6.73, -9.91, -2.35], [-8.11, -12.36, -3.06], [-7.86, -10.42, -4.34], [0.85, 11.32, 0.51], [1.83, 12.71, 0.98], [-0.68, 11.84, -0.19], [1.74, 10.29, -0.63], [0.64, 10.74, 1.40], [7.54, 7.79, -3.27], [8.66, 9.07, -2.78], [8.02, 7.12, -4.83], [7.46, 6.51, -2.05], [6.55, 8.22, -3.38], [-3.41, 4.08, -3.96], [-3.08, 5.74, -3.48], [-3.72, 3.07, -2.55], [-4.77, 4.01, -5.09], [-2.53, 3.69, -4.47], [1.16, -11.27, -2.55], [1.68, -10.18, -1.27], [2.20, -12.69, -2.62], [-0.53, -11.75, -2.31], [1.23, -10.74, -3.49], [-0.35, -0.14, -9.65], [-0.64, -1.04, -8.15], [-1.86, 0.23, -10.47], [0.56, 1.34, -9.31], [0.25, -0.76, -10.30], [-5.23, 4.75, -8.77], [-5.50, 5.12, -10.48], [-6.61, 5.27, -7.79], [-4.93, 3.02, -8.55], [-4.36, 5.29, -8.44], [3.18, 5.45, -2.83], [4.22, 6.75, -2.23], [3.78, 4.92, -4.40], [3.10, 4.08, -1.72], [2.18, 5.84, -2.96], [-12.36, -7.34, -5.43], [-11.73, -6.42, -4.06], [-12.82, -6.25, -6.74], [-11.18, -8.53, -5.99], [-13.25, -7.87, -5.10]]}

***

{"formula": "C47H67BIrN4O2P3", "method": "ωB97M-V/def2-TZVPD", "energy_ha": -3353.72563, "charge": 2, "homo_ev": -13.4, "gap_ha": 0.3122, "e_above_lowest_ev": 0.0000, "elements": ["Ir", "C", "P", "C", "N", "C", "C", "C", "C", "C", "C", "N", "C", "P", "C", "C", "C", "C", "C", "C", "C", "C", "C", "H", "H", "H", "H", "H", "H", "H", "H", "H", "H", "H", "H", "H", "H", "H", "H", "H", "H", "H", "H", "H", "H", "H", "H", "H", "H", "H", "H", "C", "C", "C", "N", "C", "C", "H", "H", "H", "H", "H", "C", "C", "C", "O", "B", "O", "C", "C", "C", "H", "H", "H", "H", "H", "H", "H", "H", "H", "H", "H", "H", "C", "C", "C", "C", "C", "N", "H", "H", "H", "H", "H", "H", "H", "H", "H", "C", "P", "C", "C", "C", "C", "C", "C", "C", "C", "C", "C", "C", "C", "H", "H", "H", "H", "H", "H", "H", "H", "H", "H", "H", "H", "H"], "xyz": [[-0.04, 0.65, -0.13], [-1.23, -1.20, 2.59], [0.02, 0.05, 2.14], [1.59, -0.88, 2.36], [1.71, -1.66, 3.40], [2.87, -2.36, 3.53], [3.03, -3.24, 4.61], [4.19, -3.94, 4.74], [5.23, -3.80, 3.79], [5.10, -2.95, 2.73], [3.90, -2.21, 2.58], [3.77, -1.38, 1.51], [2.64, -0.74, 1.40], [2.33, 0.40, 0.00], [3.32, 1.84, 0.53], [3.26, -0.12, -1.54], [3.41, 1.16, -2.38], [2.49, -1.19, -2.32], [4.67, -0.67, -1.28], [0.05, 1.20, 3.64], [-0.96, 2.32, 3.47], [-0.33, 0.39, 4.89], [1.45, 1.77, 3.86], [-2.13, -0.71, 2.94], [-0.83, -1.83, 3.37], [-1.50, -1.79, 1.72], [2.22, -3.34, 5.33], [4.33, -4.62, 5.57], [6.15, -4.36, 3.92], [5.88, -2.82, 1.99], [4.37, 1.61, 0.39], [3.16, 2.03, 1.59], [3.07, 2.74, -0.03], [2.48, 1.73, -2.46], [3.72, 0.88, -3.39], [4.17, 1.82, -1.98], [1.48, -0.88, -2.60], [2.42, -2.10, -1.74], [3.05, -1.42, -3.23], [5.30, 0.02, -0.72], [5.14, -0.84, -2.25], [4.64, -1.62, -0.74], [-1.98, 1.94, 3.36], [-0.73, 2.96, 2.62], [-0.95, 2.95, 4.36], [-1.38, 0.14, 4.91], [-0.13, 1.03, 5.76], [0.26, -0.51, 5.00], [1.83, 2.34, 3.02], [2.17, 0.99, 4.09], [1.41, 2.45, 4.71], [0.17, 5.78, -0.44], [0.79, 5.12, 0.61], [0.68, 3.74, 0.68], [0.01, 3.00, -0.20], [-0.58, 3.65, -1.21], [-0.52, 5.02, -1.37], [0.24, 6.85, -0.54], [1.34, 5.65, 1.37], [1.14, 3.20, 1.49], [-1.14, 3.06, -1.92], [-1.03, 5.48, -2.21], [1.64, -4.43, -0.59], [0.42, -3.70, -0.06], [0.04, -4.32, 1.28], [0.81, -2.31, 0.21], [-0.10, -1.43, -0.34], [-1.06, -2.11, -1.05], [-0.76, -3.54, -1.08], [-2.02, -4.29, -0.68], [-0.39, -3.87, -2.52], [2.47, -4.29, 0.11], [1.96, -4.10, -1.57], [1.44, -5.50, -0.65], [0.87, -4.18, 1.98], [-0.14, -5.39, 1.18], [-0.84, -3.86, 1.72], [-2.44, -3.92, 0.25], [-1.81, -5.36, -0.57], [-2.78, -4.19, -1.46], [0.43, -3.25, -2.87], [-1.26, -3.69, -3.16], [-0.11, -4.92, -2.62], [0.67, 0.11, -5.44], [0.13, 1.36, -4.75], [-1.30, 1.67, -5.22], [1.05, 2.57, -5.00], [0.09, 1.10, -3.30], [0.03, 0.92, -2.17], [0.67, 0.27, -6.51], [0.06, -0.77, -5.22], [1.70, -0.10, -5.13], [-1.26, 2.00, -6.25], [-1.76, 2.47, -4.63], [-1.94, 0.79, -5.17], [1.13, 2.72, -6.08], [2.05, 2.40, -4.61], [0.64, 3.48, -4.56], [-2.83, 0.00, -2.15], [-2.44, 0.64, -0.49], [-3.60, -0.30, 0.57], [-3.99, -1.59, 0.21], [-4.89, -2.29, 1.00], [-5.42, -1.71, 2.14], [-5.05, -0.42, 2.49], [-4.15, 0.28, 1.71], [-3.25, 2.28, -0.53], [-4.13, 2.63, -1.55], [-4.77, 3.86, -1.53], [-4.56, 4.75, -0.48], [-3.69, 4.40, 0.55], [-3.04, 3.18, 0.51], [-3.90, -0.13, -2.26], [-2.33, -0.96, -2.30], [-2.48, 0.71, -2.90], [-3.58, -2.05, -0.67], [-5.19, -3.29, 0.71], [-6.14, -2.25, 2.74], [-5.48, 0.05, 3.37], [-3.89, 1.30, 1.99], [-4.34, 1.96, -2.37], [-5.45, 4.13, -2.33], [-5.07, 5.70, -0.46], [-3.52, 5.08, 1.37], [-2.34, 2.92, 1.29]]}

***

{"formula": "C47H67Cl3KNO6", "method": "ωB97M-V/def2-TZVPD", "energy_ha": -4318.12148, "charge": -2, "homo_ev": -2.2, "gap_ha": 0.2200, "e_above_lowest_ev": 0.0000, "elements": ["K", "C", "O", "C", "C", "C", "C", "C", "C", "C", "C", "C", "C", "C", "C", "C", "C", "C", "C", "C", "C", "C", "C", "C", "C", "C", "C", "C", "C", "C", "C", "C", "C", "O", "C", "C", "C", "C", "C", "O", "C", "C", "C", "C", "C", "C", "O", "C", "C", "C", "C", "H", "H", "H", "H", "H", "H", "H", "H", "H", "H", "H", "H", "H", "H", "H", "H", "H", "H", "H", "H", "H", "H", "H", "H", "H", "H", "H", "H", "H", "H", "H", "H", "H", "H", "H", "H", "H", "H", "H", "H", "H", "H", "H", "H", "H", "H", "H", "H", "H", "H", "H", "H", "H", "H", "H", "H", "H", "H", "O", "H", "H", "O", "H", "H", "Cl", "N", "H", "H", "H", "Cl", "C", "Cl", "H", "H"], "xyz": [[-0.06, 0.28, -0.08], [-2.02, -1.46, -2.35], [-2.20, -0.47, -1.34], [-3.23, 0.44, -1.48], [-4.18, 0.53, -0.47], [-4.11, -0.29, 0.82], [-3.78, 0.59, 2.01], [-4.78, 1.26, 2.69], [-4.52, 2.19, 3.70], [-3.18, 2.47, 3.95], [-2.14, 1.83, 3.29], [-0.71, 2.30, 3.46], [-0.44, 3.46, 2.51], [-1.11, 4.66, 2.72], [-1.06, 5.71, 1.81], [-0.30, 5.53, 0.67], [0.42, 4.36, 0.42], [1.12, 4.21, -0.92], [0.12, 4.14, -2.06], [-0.35, 5.28, -2.67], [-1.36, 5.26, -3.64], [-1.90, 4.01, -3.95], [-1.45, 2.84, -3.36], [-2.14, 1.50, -3.58], [-3.26, 1.33, -2.57], [-4.33, 2.21, -2.66], [-5.32, 2.30, -1.69], [-5.21, 1.45, -0.59], [-6.40, 3.37, -1.81], [-7.18, 3.18, -3.12], [-5.73, 4.76, -1.81], [-7.40, 3.33, -0.65], [-0.37, 2.85, -2.43], [0.13, 1.77, -1.95], [-1.85, 6.56, -4.27], [-2.37, 7.51, -3.17], [-2.99, 6.33, -5.26], [-0.70, 7.25, -5.02], [0.37, 3.35, 1.38], [1.05, 2.17, 1.16], [2.40, 2.13, 1.62], [-1.90, 6.96, 2.08], [-1.52, 7.57, 3.43], [-1.71, 8.03, 1.00], [-3.38, 6.56, 2.10], [-2.41, 0.78, 2.37], [-1.48, 0.04, 1.87], [-5.68, 2.87, 4.44], [-5.18, 3.88, 5.48], [-6.56, 3.63, 3.44], [-6.53, 1.82, 5.16], [-2.72, -1.32, -3.17], [-2.19, -2.44, -1.90], [-0.99, -1.40, -2.72], [-3.35, -1.06, 0.72], [-5.07, -0.78, 0.98], [-5.82, 1.05, 2.43], [-2.92, 3.22, 4.69], [-0.03, 1.48, 3.27], [-0.55, 2.64, 4.49], [-1.74, 4.73, 3.59], [-0.27, 6.30, -0.09], [1.72, 3.30, -0.93], [1.79, 5.07, -1.06], [0.08, 6.24, -2.38], [-2.70, 3.93, -4.67], [-1.40, 0.71, -3.50], [-2.56, 1.47, -4.59], [-4.34, 2.90, -3.50], [-5.93, 1.52, 0.22], [-6.51, 3.24, -3.99], [-7.94, 3.96, -3.23], [-7.67, 2.21, -3.13], [-5.03, 4.86, -2.65], [-5.16, 4.90, -0.89], [-6.48, 5.55, -1.89], [-7.91, 2.37, -0.60], [-8.15, 4.11, -0.79], [-6.90, 3.51, 0.30], [-3.18, 7.03, -2.62], [-2.74, 8.44, -3.61], [-1.58, 7.75, -2.46], [-3.86, 5.87, -4.77], [-2.68, 5.69, -6.09], [-3.31, 7.29, -5.68], [0.13, 7.46, -4.35], [-1.04, 8.20, -5.46], [-0.33, 6.61, -5.82], [2.99, 2.95, 1.19], [2.80, 1.17, 1.29], [2.44, 2.20, 2.71], [-0.47, 7.86, 3.44], [-1.68, 6.86, 4.25], [-2.13, 8.46, 3.64], [-0.67, 8.35, 0.94], [-2.33, 8.90, 1.24], [-2.01, 7.66, 0.02], [-3.59, 5.81, 2.86], [-3.67, 6.13, 1.13], [-4.01, 7.43, 2.30], [-4.60, 4.68, 5.02], [-4.56, 3.40, 6.23], [-6.04, 4.33, 5.99], [-5.97, 4.38, 2.90], [-7.38, 4.14, 3.95], [-6.99, 2.95, 2.70], [-5.93, 1.29, 5.90], [-6.92, 1.09, 4.46], [-7.38, 2.29, 5.67], [0.74, -1.30, 3.02], [1.34, -1.35, 2.26], [-0.03, -0.78, 2.71], [1.31, -0.54, -2.95], [1.74, -0.89, -2.15], [0.97, 0.34, -2.70], [2.44, -1.47, 0.19], [-1.35, -3.16, 1.54], [-0.60, -2.98, 2.20], [-2.17, -3.37, 2.11], [-1.54, -2.25, 1.14], [0.87, -4.11, -2.20], [0.99, -4.43, -0.46], [1.24, -6.16, -0.13], [0.06, -4.12, 0.02], [1.83, -3.86, -0.09]]}

***

Q: Number 3 is which compound?
A: C47H67Cl3KNO6